Formula: C14H26BrCl18O8PS2
Source: the OMol25 dataset
Level of theory: ωB97M-V/def2-TZVPD

Computed properties:
- Charge: 0
- Frontier orbital gap: 9.4 eV

Structure (XYZ):
```
70
Properties=species:S:1:pos:R:3:forces:R:3
C 4.265292 0.710698 -1.206558 -0.856 -0.375 0.823
C 3.531481 0.749502 -2.548218 -0.143 0.417 2.249
O 4.129151 0.501628 -3.513447 1.431 -0.735 -2.968
O 2.209861 1.109972 -2.676744 -0.068 -0.301 0.979
C 1.350548 0.379239 -1.819195 -0.865 0.293 -0.389
C 0.412547 1.246729 -0.944907 -0.531 0.280 -0.254
P -0.673851 -0.045483 -0.111458 0.110 -2.464 2.248
O -1.432216 -0.893335 -1.295937 0.520 2.168 0.076
O -1.813034 0.641723 0.810393 0.350 -0.095 -1.572
S 0.306594 -1.310746 0.960324 0.458 0.263 -0.302
O -0.598779 2.032810 -1.673224 0.115 0.866 0.194
S -1.064884 3.290457 -0.749308 -1.958 1.730 1.462
O -2.373385 3.202183 -0.206095 -0.189 -1.862 0.225
O -0.951564 4.560263 -1.368268 2.016 -0.235 -1.103
O -0.027644 3.041797 0.513613 -0.266 -1.003 -1.436
C 1.062249 2.305658 -0.050431 0.782 0.390 0.035
Br 2.101707 3.763848 -0.922405 0.301 -0.951 0.007
H 4.560480 1.707485 -0.852397 -0.164 -0.153 -0.347
H 5.149168 0.073643 -1.313268 -0.192 0.339 -0.185
H 3.669617 0.245977 -0.400105 0.151 0.315 -0.243
H 1.871297 -0.298111 -1.129421 -0.081 0.293 -0.129
H 0.724550 -0.265640 -2.459247 0.191 0.239 0.212
H -1.709550 -0.250003 -1.978826 -0.326 -0.456 -0.037
H -2.481527 -0.061324 0.939074 0.007 0.278 0.241
H 1.801847 1.901990 0.659848 -1.227 0.175 -0.158
C 2.560315 4.070424 3.361857 -0.066 0.241 0.045
Cl 2.715822 2.506640 2.542952 0.298 -0.027 0.700
Cl 3.977982 5.084103 3.089200 -0.050 0.013 0.023
H 1.683476 4.579895 2.975642 0.068 -0.056 -0.106
H 2.451490 3.894957 4.426523 0.094 -0.098 -0.053
C 5.879246 -2.216937 -3.058876 0.047 0.137 -0.123
Cl 4.718852 -3.320229 -2.303803 -0.096 0.064 0.127
Cl 6.884581 -3.050094 -4.249280 0.034 0.048 0.019
H 5.331144 -1.422104 -3.553990 0.010 -0.119 -0.028
H 6.520504 -1.802204 -2.287763 0.027 -0.158 0.003
C 4.736785 -6.983809 -0.456660 0.008 -0.004 -0.132
Cl 6.088359 -7.567104 0.520815 0.026 -0.028 -0.061
Cl 3.575044 -6.075069 0.518361 -0.049 0.031 -0.074
H 5.122534 -6.334185 -1.235735 0.025 0.051 0.113
H 4.231156 -7.835450 -0.898788 -0.004 -0.005 0.124
C -2.461902 -4.259609 0.522019 0.234 -0.132 -0.116
Cl -2.844613 -5.648644 1.541347 0.243 -0.105 -0.192
Cl -3.267820 -2.790188 1.094659 -0.016 0.221 -0.137
H -1.388931 -4.095796 0.538066 -0.054 0.091 0.117
H -2.791394 -4.465483 -0.490594 -0.114 0.036 0.078
C -6.075017 -5.124295 4.305538 -0.172 0.129 -0.054
Cl -4.919982 -6.007017 5.315988 -0.064 -0.193 -0.059
Cl -5.248431 -4.093678 3.133922 -0.368 0.025 0.277
H -6.690856 -5.840416 3.772174 0.120 -0.033 -0.005
H -6.695958 -4.503925 4.943662 0.103 -0.005 0.034
C -5.406185 2.059882 0.360231 0.157 0.078 -0.094
Cl -5.802728 0.667741 1.384304 0.107 -0.109 -0.053
Cl -6.201226 3.528991 0.930888 0.032 0.011 -0.056
H -4.331600 2.214264 0.376834 -0.101 0.016 0.115
H -5.737413 1.853302 -0.652067 -0.118 -0.015 0.085
C -3.102707 6.366506 -3.312367 0.075 -0.037 0.092
Cl -3.315909 5.955723 -5.020442 0.078 -0.025 -0.022
Cl -4.616672 6.921417 -2.587869 0.036 0.007 0.060
H -2.760794 5.486258 -2.780055 -0.084 0.015 -0.036
H -2.364814 7.157211 -3.231773 -0.086 0.027 -0.068
C 2.952229 3.969501 -5.065563 -0.015 0.055 -0.138
Cl 4.303731 3.424198 -4.067674 0.124 0.267 -0.118
Cl 1.734253 4.811398 -4.102094 -0.121 0.071 -0.247
H 3.333514 4.652121 -5.817382 0.017 0.025 0.096
H 2.492759 3.109946 -5.542230 0.008 -0.041 0.158
C -3.870996 -3.466039 7.531991 -0.028 -0.014 -0.085
Cl -2.562211 -4.123618 8.521653 0.029 -0.036 -0.066
Cl -5.001035 -2.511311 8.502839 -0.052 0.032 -0.059
H -3.443947 -2.829085 6.764408 0.024 0.036 0.105
H -4.410586 -4.289148 7.075336 0.066 0.100 0.185
```
Forces are in eV/Å.

From a Löwdin analysis of the wavefunction, the atomic charges in e read:
1. C 0.0315
2. C -0.5786
3. O 0.0950
4. O -0.0309
5. C -0.1592
6. C -0.4535
7. P 0.2827
8. O -0.1991
9. O -0.2029
10. S 0.3539
11. O -0.1838
12. S 0.6019
13. O -0.2280
14. O -0.2443
15. O -0.2325
16. C -0.6466
17. Br 0.8164
18. H 0.0856
19. H 0.0799
20. H 0.0821
21. H 0.0924
22. H 0.1438
23. H 0.0905
24. H 0.0449
25. H -0.0080
26. C -0.9767
27. Cl 0.5933
28. Cl 0.5225
29. H 0.0317
30. H 0.0305
31. C -1.0381
32. Cl 0.5054
33. Cl 0.5187
34. H -0.0043
35. H 0.0243
36. C -1.0358
37. Cl 0.5017
38. Cl 0.4885
39. H 0.0014
40. H 0.0248
41. C -0.9903
42. Cl 0.5057
43. Cl 0.4866
44. H 0.0112
45. H 0.0314
46. C -0.9880
47. Cl 0.5419
48. Cl 0.4753
49. H 0.0271
50. H 0.0284
51. C -1.0293
52. Cl 0.4954
53. Cl 0.5178
54. H -0.0195
55. H 0.0291
56. C -1.0315
57. Cl 0.4944
58. Cl 0.5033
59. H -0.0063
60. H 0.0290
61. C -0.9827
62. Cl 0.5792
63. Cl 0.5007
64. H 0.0257
65. H 0.0332
66. C -1.0504
67. Cl 0.5007
68. Cl 0.4941
69. H 0.0279
70. H -0.0616

***

Formula: C14H26Cl10MgO4
Source: the OMol25 dataset
Level of theory: ωB97M-V/def2-TZVPD

Computed properties:
- Charge: 0
- Frontier orbital gap: 2.9 eV

Structure (XYZ):
```
55
Properties=species:S:1:pos:R:3:forces:R:3
Mg 1.486264 -3.549632 0.754965 1.206 -0.288 0.301
C 4.582678 -8.172645 1.551966 -0.788 0.213 -0.640
C 3.228131 -8.360799 0.867209 -1.367 -0.450 -0.465
O 2.762571 -9.450937 0.456248 1.106 1.124 0.677
O 2.446533 -7.340797 0.672269 0.714 -0.029 0.253
H 4.523021 -7.220147 2.078542 0.213 -0.162 0.208
H 5.330214 -8.070980 0.765230 0.063 -0.036 -0.008
H 4.862592 -9.008978 2.192509 -0.209 0.100 -0.036
C 6.566944 -1.325134 1.859853 1.636 1.112 0.749
C 5.218708 -1.795992 1.570945 -0.153 -2.450 -2.100
O 4.222110 -1.644931 2.257398 -2.417 1.777 3.358
O 4.963001 -2.526436 0.595805 0.958 -0.883 -2.323
H 6.771352 -1.363168 2.929838 -0.172 0.281 0.064
H 6.680903 -0.299380 1.509227 -0.195 0.245 0.266
H 7.406422 -1.834859 1.387033 -0.591 -0.551 -0.315
Cl 5.621603 -4.897280 -6.213121 0.210 0.269 -0.292
C 5.929938 -5.301758 -4.504600 0.082 0.284 -0.077
C 6.491062 -6.739518 -4.413136 -0.657 1.015 0.191
Cl 5.298312 -7.876949 -5.054642 -0.238 -0.422 0.040
H 4.983835 -5.037698 -4.032086 -0.092 -1.076 0.271
H 6.579422 -4.533380 -4.085245 0.607 -0.333 -0.251
H 6.687508 -7.010888 -3.375898 0.092 0.049 -0.115
H 7.375444 -6.853799 -5.039963 0.003 0.225 0.251
Cl 10.591580 -5.769733 1.782911 -0.748 0.725 0.828
C 12.046771 -5.966388 0.861045 1.571 0.053 -0.660
C 12.615169 -4.680159 0.094697 -0.178 -2.149 1.160
Cl 11.374338 -4.072312 -0.920455 -1.125 0.818 -1.156
H 11.766263 -6.821132 0.245558 0.430 0.554 -0.900
H 12.819367 -6.394677 1.499605 0.088 0.426 0.265
H 13.435744 -5.011028 -0.541923 0.042 -0.036 0.175
H 12.956745 -3.865678 0.733485 -0.091 -0.387 0.285
Cl 2.687842 8.481149 2.046303 -0.133 0.147 0.015
C 2.728716 6.985509 1.076093 -0.263 -0.359 0.384
C 4.146530 6.462890 1.112365 -0.176 0.761 -0.361
Cl 4.192786 4.874215 0.319323 0.156 -0.089 0.071
H 2.336012 7.217217 0.086052 0.274 -0.103 0.062
H 2.090858 6.244939 1.558579 -0.181 0.228 -0.044
H 4.470599 6.413940 2.151927 0.111 -0.325 -0.204
H 4.777689 7.159838 0.561004 0.216 -0.268 0.075
Cl 9.324213 2.026353 -4.547969 -0.376 -0.166 0.380
C 7.778791 1.524141 -3.780967 -0.214 -0.510 -0.043
C 6.630920 1.584893 -4.775258 -0.717 -0.274 0.602
Cl 6.219331 3.251410 -5.132310 0.026 1.000 -0.533
H 7.572911 2.119667 -2.891548 0.091 0.521 -0.401
H 7.876668 0.525468 -3.355313 0.267 -0.234 -0.520
H 5.694424 1.247777 -4.330936 0.308 -0.478 0.385
H 6.719413 1.025636 -5.706650 0.612 0.136 0.138
Cl 5.319184 2.868095 7.285937 0.571 0.628 -0.779
C 4.167396 2.331825 8.502042 -0.146 -0.030 -0.301
C 3.870718 0.885182 8.145202 -0.097 -0.481 0.271
Cl 2.279468 0.362246 8.817105 0.495 -0.047 0.278
H 3.282268 2.967739 8.485824 0.122 -0.092 -0.092
H 4.729176 2.487375 9.423084 -0.559 -0.466 0.220
H 4.716822 0.290035 8.488732 -0.415 -0.350 0.429
H 3.783186 0.622778 7.090882 0.030 0.837 -0.036
```
Forces are in eV/Å.

From a Löwdin analysis of the wavefunction, the atomic charges in e read:
1. Mg 0.9674
2. C -0.0022
3. C -0.6604
4. O 0.0532
5. O -0.0484
6. H 0.0723
7. H 0.0782
8. H 0.0806
9. C -0.0047
10. C -0.7918
11. O 0.0274
12. O -0.0342
13. H 0.0877
14. H 0.0886
15. H 0.0874
16. Cl 0.5133
17. C -0.6536
18. C -0.6543
19. Cl 0.5362
20. H 0.0592
21. H 0.0665
22. H 0.0691
23. H 0.0637
24. Cl 0.5530
25. C -0.7021
26. C -0.6710
27. Cl 0.5721
28. H 0.0529
29. H 0.0622
30. H 0.0649
31. H 0.0671
32. Cl 0.5482
33. C -0.6810
34. C -0.6945
35. Cl 0.5510
36. H 0.0730
37. H 0.0643
38. H 0.0682
39. H 0.0706
40. Cl 0.5238
41. C -0.6566
42. C -0.6911
43. Cl 0.5517
44. H 0.0680
45. H 0.0703
46. H 0.0602
47. H 0.0739
48. Cl 0.5662
49. C -0.6729
50. C -0.6714
51. Cl 0.5162
52. H 0.0661
53. H 0.0677
54. H 0.0746
55. H 0.0535

***

Formula: C14H26MgO3P2
Source: the OMol25 dataset
Level of theory: ωB97M-V/def2-TZVPD

Computed properties:
- Charge: 0
- Frontier orbital gap: 6.5 eV

Structure (XYZ):
```
46
Properties=species:S:1:pos:R:3:forces:R:3
Mg -0.295542 0.608941 -0.108427 -1.381 0.011 0.166
H 1.948831 2.323316 -0.055271 0.078 -0.473 -0.310
H 2.156622 1.749956 -0.510216 -0.107 0.329 0.292
P -1.228935 3.270240 0.111441 0.679 0.705 0.738
P -0.663842 -0.845096 -2.503204 1.211 -1.091 -0.413
C -1.474460 -2.466071 -2.150331 -0.353 0.143 0.300
H -1.333003 -3.183635 -2.974723 0.035 0.308 0.221
H -1.072197 -2.889632 -1.220595 -0.076 0.162 -0.223
H -2.549954 -2.298822 -2.005027 0.187 -0.114 -0.020
C -1.150388 -0.672178 -4.257905 -0.217 0.405 -0.306
H -0.569625 0.128824 -4.723354 -0.002 -0.056 0.031
H -1.018822 -1.585606 -4.848993 0.060 0.040 0.221
H -2.200648 -0.373092 -4.321042 0.053 -0.038 0.037
C 1.053571 -1.486633 -2.715944 0.248 -0.138 -0.257
H 1.435953 -1.814739 -1.738784 -0.171 0.033 -0.305
H 1.115335 -2.309455 -3.444484 0.084 0.157 0.189
H 1.690383 -0.659544 -3.053795 -0.022 -0.175 -0.054
C -2.130242 4.457007 -0.976234 -0.039 -0.343 -0.406
H -2.279048 5.425396 -0.477071 0.121 -0.331 0.016
H -1.548703 4.623984 -1.893153 -0.207 -0.061 0.173
H -3.110739 4.047535 -1.251624 0.264 0.063 0.006
C -2.203441 3.490523 1.653272 -0.088 -0.245 0.025
H -1.671911 2.993600 2.473804 -0.195 0.085 -0.130
H -2.327909 4.556407 1.889536 0.011 -0.227 -0.098
H -3.188549 3.026310 1.533170 0.151 0.052 0.118
C 0.182800 4.361720 0.569644 0.033 0.203 -0.017
H 0.840256 4.474474 -0.301189 -0.044 0.073 0.197
H -0.157279 5.352909 0.901358 0.175 -0.180 -0.050
H 0.748506 3.878617 1.376141 -0.059 0.165 -0.111
C -2.125823 0.222967 1.188874 -0.572 -0.751 3.379
O -2.800022 -0.311519 1.954614 0.372 0.771 -2.046
H -1.869335 0.798203 -0.756919 -1.372 0.211 -1.227
O 0.219294 0.027612 2.212556 1.569 -1.430 -0.634
C 0.615972 -1.018296 1.615357 -0.631 0.936 -1.109
O 0.339328 -1.210823 0.354908 -0.043 1.193 0.537
C 1.461782 -2.119027 2.125885 0.776 -0.282 0.403
C 1.706899 -3.196181 1.260479 -0.016 -0.485 0.209
C 2.478129 -4.277958 1.679943 0.084 0.258 0.459
C 3.050632 -4.259214 2.966958 -0.175 0.324 -0.194
C 2.903855 -3.125172 3.784826 -0.039 -0.224 -0.276
C 2.129065 -2.045771 3.346636 -0.239 -0.378 0.037
H 1.264976 -3.184680 0.263664 0.126 -0.070 0.443
H 2.626732 -5.126663 1.004964 -0.012 0.295 0.342
H 3.620251 -5.123876 3.318483 -0.141 0.354 -0.100
H 3.382586 -3.091587 4.767191 -0.139 -0.014 -0.373
H 1.998659 -1.143271 3.934580 0.022 -0.171 0.120
```
Forces are in eV/Å.

From a Löwdin analysis of the wavefunction, the atomic charges in e read:
1. Mg 0.3313
2. H 0.0637
3. H 0.0856
4. P 0.7645
5. P 0.7692
6. C -0.2736
7. H 0.0439
8. H 0.0310
9. H 0.0403
10. C -0.3021
11. H 0.0332
12. H 0.0406
13. H 0.0361
14. C -0.3100
15. H 0.0146
16. H 0.0404
17. H 0.0309
18. C -0.2788
19. H 0.0444
20. H 0.0396
21. H 0.0414
22. C -0.2895
23. H 0.0454
24. H 0.0443
25. H 0.0431
26. C -0.3360
27. H 0.0279
28. H 0.0399
29. H 0.0322
30. C -0.1458
31. O 0.0886
32. H -0.1699
33. O -0.0445
34. C -0.5522
35. O -0.1987
36. C -0.1365
37. C -0.0182
38. C -0.0710
39. C -0.0808
40. C -0.0770
41. C -0.0166
42. H 0.1041
43. H 0.1047
44. H 0.1011
45. H 0.1025
46. H 0.1167

***

Q: Number 3 is which compound?
A: C14H26MgO3P2

***

Q: What is the frontier orbital gap in the third record?
A: 6.5 eV

***

Q: Which of these has the lowest frontier orbital gap?
A: C14H26Cl10MgO4

***

Q: Which value of charge does entry 1 give?
A: 0